The following is a DFT calculation (ωB97M-V/def2-TZVPD) of an isolated molecule of C4H5NO2 in a non-equilibrium geometry.

Calculated values
Strongest force on any atom ... 9.49 eV Å⁻¹
E_HOMO (alpha / beta) ... -4.52 / -11.18 eV
Gap between HOMO and LUMO (alpha / beta) ... 5.4 / 9.8 eV
Spin multiplicity ... 3
Energy relative to the best compared isomer or geometry (same formula, charge and spin) ... 9.5 kJ/mol
Charge ... 0

Each line ends with the Mulliken spin population.
Atoms and positions in Å:
C1 0.0200 0.7496 -0.9670  0.816
C2 0.8540 0.8652 -2.0357  0.791
C3 1.5426 -0.9106 -0.9399  0.029
C4 -0.1538 -0.8534 0.9394  -0.001
N1 0.4685 -0.2844 -0.2163  0.154
O1 2.0614 -1.9246 -0.6360  0.119
O2 1.7781 -0.1170 -2.0048  0.056
H1 -0.8798 1.3936 -0.5873  0.008
H2 1.0817 1.5470 -2.8660  0.002
H3 -0.7346 -0.0666 1.4194  0.020
H4 -0.9053 -1.5927 0.5446  0.004
H5 0.5590 -1.3664 1.6008  0.003


The following is a DFT calculation (ωB97M-V/def2-TZVPD) of an isolated molecule of C19H18F2N2O3 in a non-equilibrium geometry.

Calculated values
Structure (SMILES) ... C[C@H]1Cc2ccccc2N1C(=O)CO/N=C/c1ccc(OC(F)F)cc1
Strongest force on any atom ... 1.51 eV Å⁻¹
E_HOMO ... -8.34 eV
Gap between HOMO and LUMO ... 8.8 eV
Energy relative to the best compared isomer or geometry (same formula, charge and spin) ... 92.7 kJ/mol
Charge ... 0

Each line ends with the Mulliken charge.
Atoms and positions in Å:
C1 1.2142 -2.6422 2.9141  -1.487
H1 1.1052 -3.5513 2.3280  0.391
H2 1.4543 -2.9107 3.9410  0.373
H3 2.0454 -2.0699 2.5093  0.352
C2 -0.0878 -1.8389 2.8795  -0.052
N1 0.0795 -0.6042 3.6547  0.236
C3 0.6124 0.5568 3.2218  0.652
O1 0.8272 1.5124 3.9395  -0.654
C4 0.9692 0.6413 1.7315  -0.834
O2 -0.1968 0.3899 0.9562  -0.160
N2 -0.1599 0.5036 -0.3867  -0.550
C5 0.8798 0.8266 -1.0362  -0.151
C6 0.8280 0.9193 -2.4853  0.641
C7 -0.3479 0.6611 -3.1881  -1.012
C8 -0.3885 0.7485 -4.5663  -0.405
C9 0.7617 1.0997 -5.2576  0.859
C10 1.9430 1.3629 -4.5743  -0.533
C11 1.9740 1.2729 -3.1991  -0.563
H4 2.8947 1.4791 -2.6731  0.369
H5 2.8198 1.6350 -5.1393  0.441
O3 0.8496 1.2198 -6.6490  -0.386
C12 -0.2096 0.9851 -7.4257  0.412
F1 -0.7006 -0.2746 -7.2989  -0.243
F2 -1.2625 1.8002 -7.1625  -0.242
H6 0.0842 1.1338 -8.4769  0.162
H7 -1.3144 0.5426 -5.0786  0.366
H8 -1.2312 0.3913 -2.6328  0.424
H9 1.8478 1.0495 -0.5820  0.338
H10 1.3371 1.6596 1.5562  0.614
H11 1.7615 -0.0783 1.4814  0.313
C13 -0.4224 -0.8140 4.9502  0.197
C14 -0.2588 -0.0417 6.0849  -0.768
C15 -0.8608 -0.4772 7.2580  -0.585
C16 -1.6010 -1.6460 7.2965  -0.503
C17 -1.7660 -2.4133 6.1497  -0.704
C18 -1.1732 -1.9905 4.9815  0.683
C19 -1.2076 -2.5978 3.6113  -0.823
H12 -1.0284 -3.6723 3.6209  0.411
H13 -2.1795 -2.4180 3.1451  0.303
H14 -2.3480 -3.3227 6.1726  0.436
H15 -2.0561 -1.9644 8.2223  0.385
H16 -0.7437 0.1101 8.1563  0.398
H17 0.3130 0.8698 6.0551  0.509
H18 -0.3669 -1.6025 1.8529  0.390


The following is a DFT calculation (ωB97M-V/def2-TZVPD) of an isolated molecule of C24H28N2O4.

Calculated values
Structure (SMILES) ... COC(=O)c1ccc(CNC(=O)[C@H]2CCC(=O)N(CCCc3ccccc3)C2)cc1
Strongest force on any atom ... 0.60 eV Å⁻¹
E_HOMO ... -9.08 eV
Gap between HOMO and LUMO ... 9.6 eV
Energy relative to the best compared isomer or geometry (same formula, charge and spin) ... 99.8 kJ/mol
Charge ... 0

Each line ends with the Mulliken charge.
Atoms and positions in Å:
C1 -8.0768 -0.8093 -1.4319  -0.654
H1 -8.3789 0.2249 -1.5751  0.227
H2 -8.2514 -1.3905 -2.3399  0.293
H3 -8.6387 -1.2638 -0.6131  0.292
O1 -6.6924 -0.7799 -1.1233  -0.295
C2 -6.1116 -1.9746 -0.9301  0.527
O2 -6.7127 -3.0183 -1.0115  -0.614
C3 -4.6689 -1.8621 -0.6105  0.402
C4 -3.9483 -3.0325 -0.3861  -0.835
C5 -2.6012 -2.9729 -0.0864  -0.601
C6 -1.9547 -1.7465 0.0015  1.010
C7 -2.6783 -0.5774 -0.2225  -0.322
C8 -4.0237 -0.6306 -0.5286  -0.930
H4 -4.5800 0.2765 -0.7031  0.470
H5 -2.1880 0.3841 -0.1565  0.500
C9 -0.4854 -1.6619 0.3132  -1.107
N1 0.2230 -1.0345 -0.7838  0.336
C10 1.4370 -1.4381 -1.2025  0.147
O3 2.0294 -2.3792 -0.7161  -0.715
C11 2.0584 -0.5892 -2.3173  0.614
C12 1.0700 -0.1359 -3.4022  -0.927
C13 0.7226 1.3561 -3.2746  -0.890
C14 0.5898 1.7824 -1.8272  0.533
O4 -0.4011 2.3274 -1.3732  -0.659
N2 1.6794 1.4819 -1.0844  0.448
C15 2.7046 0.6428 -1.6551  -1.467
H6 3.2864 1.1957 -2.4022  0.387
H7 3.3809 0.3242 -0.8601  0.515
C16 1.7003 1.7529 0.3364  -0.766
C17 2.7540 2.7963 0.7053  -0.632
H8 3.7325 2.4686 0.3470  0.410
H9 2.5099 3.7400 0.2141  0.349
C18 2.8151 3.0042 2.2236  -1.340
C19 3.2528 1.7464 2.9209  0.501
C20 4.5912 1.3727 2.9126  -0.294
C21 4.9995 0.1933 3.5087  -0.655
C22 4.0721 -0.6323 4.1213  -0.456
C23 2.7370 -0.2681 4.1392  -0.566
C24 2.3318 0.9134 3.5430  -0.188
H10 1.2880 1.1950 3.5630  0.363
H11 2.0087 -0.9063 4.6177  0.398
H12 4.3892 -1.5546 4.5843  0.394
H13 6.0438 -0.0829 3.4952  0.390
H14 5.3194 2.0154 2.4376  0.406
H15 3.5218 3.8084 2.4388  0.445
H16 1.8310 3.3091 2.5838  0.426
H17 1.8968 0.8201 0.8765  0.246
H18 0.7068 2.1210 0.6044  0.472
H19 -0.2107 1.5806 -3.7912  0.362
H20 1.5128 1.9590 -3.7275  0.401
H21 0.1573 -0.7324 -3.3474  0.390
H22 1.5034 -0.3079 -4.3887  0.301
H23 2.8536 -1.2019 -2.7495  0.551
H24 -0.2187 -0.2225 -1.1837  -0.131
H25 -0.3358 -1.0743 1.2304  0.214
H26 -0.0450 -2.6505 0.4598  0.488
H27 -2.0445 -3.8828 0.0819  0.383
H28 -4.4637 -3.9784 -0.4551  0.452


The following is a DFT calculation (ωB97M-V/def2-TZVPD) of a structure of composition C29H26N5O3PdS.

Calculated values
Strongest force on any atom ... 0.59 eV Å⁻¹
E_HOMO ... -3.94 eV
Gap between HOMO and LUMO ... 6.1 eV
Energy relative to the best compared isomer or geometry (same formula, charge and spin) ... 0.0 kJ/mol
Charge ... -1

Each line ends with the Mulliken charge.
Atoms and positions in Å:
Pd1 -0.0284 -0.4698 -0.2627  -0.151
C1 -0.6386 -4.1941 -2.3115  -0.517
O1 -0.2104 -3.7173 -3.5829  -0.518
C2 -0.0106 -2.3764 -3.7917  0.117
C3 -0.2542 -1.9557 -5.0902  -0.501
C4 -0.0525 -0.6388 -5.4811  -0.642
C5 0.4128 0.2651 -4.5447  -0.934
C6 0.6601 -0.1249 -3.2286  0.716
C7 1.3052 0.8646 -2.3546  -0.184
N1 1.5517 0.7026 -1.1073  0.599
N2 2.3759 1.6266 -0.5216  -0.974
C8 2.4359 1.4925 0.8047  0.203
O2 1.8542 0.6848 1.5534  -0.727
C9 3.3717 2.5037 1.4453  0.379
C10 3.8580 3.6145 0.7611  -0.265
C11 4.7089 4.5120 1.3911  -0.609
C12 5.0899 4.3073 2.7117  -0.361
C13 4.6037 3.2040 3.4005  -0.534
C14 3.7448 2.3135 2.7708  -0.392
C15 0.4194 -1.4602 -2.8022  0.913
O3 0.6409 -1.8610 -1.5653  -1.117
H1 -0.7998 -5.2630 -2.4516  0.304
H2 -1.5798 -3.7222 -2.0151  0.216
H3 0.0981 -4.0178 -1.5336  0.225
H4 -0.6163 -2.6984 -5.7911  0.405
H5 -0.2616 -0.3312 -6.4976  0.364
H6 0.6177 1.2921 -4.8276  0.334
H7 1.6589 1.7757 -2.8402  0.287
H8 3.5588 3.7532 -0.2688  0.430
H9 5.0795 5.3746 0.8492  0.368
H10 5.7635 5.0024 3.1992  0.360
H11 4.8933 3.0385 4.4318  0.371
H12 3.3383 1.4539 3.2879  0.424
C16 -1.1470 5.4879 1.3596  -1.054
C17 -1.8705 4.5069 0.4361  -0.540
C18 -1.6818 3.0877 0.8616  0.235
N3 -0.9006 2.2675 0.2660  -0.594
N4 -0.8600 1.0335 0.8686  0.630
C19 -1.5921 0.9569 1.9414  0.290
N5 -1.6004 -0.1200 2.7775  -0.485
S1 -2.4378 2.4194 2.2862  -0.263
H13 -1.3103 6.5144 1.0303  0.336
H14 -0.0754 5.2888 1.3571  0.304
H15 -1.5036 5.4013 2.3872  0.329
H16 -1.4737 4.5763 -0.5766  0.252
H17 -2.9370 4.7408 0.3936  0.310
H18 -1.1376 -0.9198 2.3563  0.180
H19 -2.4998 -0.3623 3.1646  0.334
C20 -1.0969 -5.3740 2.1329  -0.520
C21 -0.0125 -4.4755 2.0146  -0.825
C22 -0.1740 -3.2864 1.3621  -0.256
C23 -1.4247 -2.9197 0.7945  1.523
C24 -1.5868 -1.6728 0.1106  -0.663
C25 -2.8260 -1.3901 -0.4124  -0.072
C26 -3.9124 -2.2896 -0.2942  -0.889
C27 -3.7645 -3.4801 0.3575  -0.867
C28 -2.5102 -3.8246 0.9206  0.895
C29 -2.3118 -5.0550 1.5986  -0.970
H20 -0.9595 -6.3183 2.6461  0.387
H21 0.9501 -4.7365 2.4364  0.405
H22 0.6563 -2.5974 1.2467  0.540
H23 -2.9813 -0.4607 -0.9514  0.411
H24 -4.8688 -2.0306 -0.7353  0.320
H25 -4.5921 -4.1753 0.4469  0.353
H26 -3.1463 -5.7436 1.6799  0.379


The following is a DFT calculation (ωB97M-V/def2-TZVPD) of a cluster of 2 separate species, C2H7N3O3 in total in a non-equilibrium geometry.

Calculated values
Strongest force on any atom ... 4.24 eV Å⁻¹
E_HOMO (alpha / beta) ... -7.67 / -7.67 eV
Gap between HOMO and LUMO (alpha / beta) ... 7.7 / 7.7 eV
Energy relative to the best compared isomer or geometry (same formula, charge and spin) ... 431.5 kJ/mol
Charge ... 0

Each line ends with the Mulliken charge.
Atoms and positions in Å:
C1 -1.4054 0.2660 0.3187  0.885
C2 -0.0026 0.2668 0.9121  0.159
N1 0.5988 -0.9791 1.0822  -0.632
N2 -0.0607 0.5256 -1.2669  -0.350
N3 0.0514 -0.7096 -1.8928  -0.485
O1 -2.0888 1.4244 0.3395  -0.475
O2 -1.9241 -0.8105 -0.0029  -0.707
O3 0.7278 1.3097 1.3872  -0.532
H1 -1.5134 2.0694 0.7495  0.346
H2 1.5759 -1.1048 0.7751  0.220
H3 0.7858 1.0353 -1.3911  0.245
H4 -0.8283 -1.2704 -1.6507  0.323
H5 0.8344 -1.3312 -1.5476  0.212
H6 -0.1605 -1.6188 0.5076  0.390
H7 1.4469 0.9790 2.1106  0.400


The following is a DFT calculation (ωB97M-V/def2-TZVPD) of a structure of composition C19H21AsN3O9SW in a non-equilibrium geometry.

Calculated values
Strongest force on any atom ... 4.63 eV Å⁻¹
E_HOMO (alpha / beta) ... -10.77 / -10.77 eV
Gap between HOMO and LUMO (alpha / beta) ... 5.7 / 5.7 eV
Energy relative to the best compared isomer or geometry (same formula, charge and spin) ... 329.7 kJ/mol
Charge ... +1

Each line ends with the Mulliken charge.
Atoms and positions in Å:
W1 0.5424 -0.1008 0.4893  2.768
O1 1.3792 -3.3150 1.7350  -0.531
As1 1.7882 -2.0132 2.8524  0.955
O2 1.4489 -2.4666 4.3594  -0.707
O3 0.5520 -0.8340 2.2139  -0.689
C1 3.6383 -1.6257 2.4956  0.265
C2 4.4550 -2.1899 3.4756  -0.626
C3 5.8343 -2.0977 3.3450  -0.701
C4 6.3974 -1.4446 2.2592  -0.444
C5 5.5841 -0.8630 1.2868  -0.941
C6 4.2159 -0.9635 1.4211  0.993
S1 3.0503 0.0796 0.0968  -0.167
O4 2.1549 -1.2663 -0.0085  -0.530
O5 2.3448 0.5992 1.3976  -0.539
O6 1.8391 0.8436 -0.7677  -0.844
H1 1.1670 -4.0769 2.2938  0.312
H2 4.0154 -2.6871 4.3317  0.479
H3 6.4670 -2.5343 4.1057  0.407
H4 7.4740 -1.3711 2.1713  0.403
H5 6.0227 -0.3337 0.4487  0.410
O7 -0.4330 0.8043 -1.3515  -0.458
C7 -1.2957 0.1912 -2.3447  -0.447
C8 -0.5213 -0.7077 -3.2904  -0.784
C9 0.4786 -1.6144 -2.5607  -0.726
C10 -0.1980 -2.4238 -1.4988  0.740
C11 -0.6126 -3.7138 -1.7657  -0.747
C12 -1.3262 -4.4352 -0.8222  -0.600
C13 -1.6496 -3.8335 0.3787  -1.259
C14 -1.2284 -2.5429 0.5895  -0.078
N1 -0.5034 -1.8439 -0.3051  0.705
H6 0.2739 1.3359 -1.7560  0.332
H7 -1.8035 0.9920 -2.8813  0.444
H8 -2.0394 -0.3585 -1.7703  0.189
H9 0.0261 -0.1105 -4.0225  0.371
H10 -1.2502 -1.3014 -3.8472  0.410
H11 1.2749 -1.0120 -2.1353  0.053
H12 0.9484 -2.2898 -3.2737  0.646
H13 -0.3568 -4.1524 -2.7200  0.543
H14 -1.6249 -5.4542 -1.0295  0.465
H15 -2.2152 -4.3405 1.1460  0.557
H16 -1.4353 -2.0498 1.5244  0.470
C15 -5.1524 0.9113 1.4487  -0.899
N2 -3.7216 1.2296 1.4166  0.085
C16 -3.2596 2.4423 1.7882  0.270
C17 -1.9455 2.7848 1.7118  -1.334
C18 -1.1045 1.7661 1.2509  0.923
O8 0.1662 1.8453 1.0342  -0.672
N3 -1.5389 0.5377 0.9514  0.118
C19 -2.8784 0.2287 0.9097  0.122
O9 -3.3409 -0.7996 0.4700  -0.602
H17 -5.6801 1.7422 1.9072  0.302
H18 -5.3116 0.0065 2.0291  0.324
H19 -5.5199 0.7474 0.4385  0.322
H20 -4.0099 3.1361 2.1424  0.391
H21 -1.5698 3.7553 1.9895  0.552